C6H9N in the gas phase. Source: the Open Molecules 2025 dataset; level of theory: ωB97M-V/def2-TZVPD.

Structure (XYZ):
```
16
Properties=species:S:1:pos:R:3
H -0.07 -1.40 -2.65
N 0.39 -1.16 -1.77
C -0.05 -0.07 -1.28
C -1.13 0.76 -1.95
C 0.56 0.47 -0.02
C 1.69 -0.27 0.64
C 0.59 -0.23 1.32
C -0.08 -0.46 2.62
H -1.08 0.65 -3.03
H -2.13 0.44 -1.63
H -1.07 1.83 -1.71
H 0.55 1.56 -0.02
H 2.71 -0.56 0.51
H 0.62 -0.97 3.30
H -0.99 -1.06 2.55
H -0.36 0.50 3.06
```

The SMILES is [H]/N=C(\C)[C@@H]1C=C1C. The calculation puts the energy above the lowest of the compared OMol25 structures with the same formula, charge and spin at 2.779 eV. As for the total energy: -288.67991 hartree. The HOMO energy comes out at -0.337 hartree. Its net charge is 0. As for the frontier orbital gap: 0.3750 Eh.

Atomic partial charges in e from the Mulliken method, atoms 1 to 5:
1. H 0.245
2. N -0.680
3. C 0.884
4. C -1.267
5. C -0.461